This record from the Open Molecules 2025 dataset describes a molecular structure, C20H37N7OPReSbSe4. The level of theory is ωB97M-V/def2-TZVPD.

## Properties
multiplicity = 2
orbital gap (alpha / beta) = 5.8 / 5.8 eV
ΔE to the lowest compared entry with this formula, charge and spin = 6.7 kcal/mol

```
72
Properties=species:S:1:pos:R:3:mulliken_spin:R:1
Re 0.390 0.934 -0.079 0.824
Se -4.094 0.491 -3.107 0.005
Sb -2.793 -0.184 -1.242 0.014
Se -0.280 -0.579 -1.821 0.099
Se -1.786 1.871 0.029 -0.037
Se -3.457 -1.900 0.285 0.011
C 3.133 3.096 -3.429 0.003
N 3.337 1.911 -2.595 0.000
C 4.317 0.996 -2.835 0.003
C 4.407 -0.159 -2.139 0.002
C 3.425 -0.404 -1.130 -0.005
N 2.522 0.530 -0.867 0.005
C 2.423 1.635 -1.623 0.012
O 1.424 2.355 -1.402 -0.014
N 3.374 -1.532 -0.424 0.001
H 4.041 3.279 -3.999 0.000
H 2.917 3.949 -2.792 0.000
H 2.292 2.936 -4.102 0.000
H 5.006 1.249 -3.627 0.000
H 5.183 -0.876 -2.357 0.000
H 3.976 -2.302 -0.653 0.000
H 2.592 -1.698 0.204 0.010
N 0.568 -0.056 1.430 0.056
P 1.039 -0.958 2.629 -0.011
N 1.389 -2.478 2.050 0.007
C 0.350 -3.142 1.234 0.018
C 0.994 -4.060 0.211 0.004
C 1.909 -5.070 0.898 0.000
C 2.938 -4.361 1.774 0.001
C 2.271 -3.406 2.758 0.003
N 2.414 -0.352 3.310 -0.002
C 2.734 -0.515 4.727 0.001
C 2.727 0.829 5.445 0.000
C 3.664 1.814 4.751 0.001
C 3.331 1.922 3.266 -0.005
C 3.326 0.547 2.610 -0.009
N -0.054 -1.043 3.844 -0.007
C -0.794 0.180 4.193 -0.001
C -2.229 0.097 3.697 0.003
C -2.922 -1.138 4.265 0.000
C -2.123 -2.397 3.937 -0.001
C -0.674 -2.258 4.377 0.001
H -0.265 -2.386 0.746 -0.011
H -0.311 -3.733 1.881 0.001
H 1.556 -3.458 -0.512 0.000
H 0.205 -4.562 -0.350 -0.002
H 2.409 -5.706 0.165 0.000
H 1.302 -5.731 1.526 0.000
H 3.635 -3.795 1.146 0.000
H 3.536 -5.084 2.334 0.000
H 3.023 -2.831 3.299 0.000
H 1.709 -3.997 3.496 0.000
H 3.730 -0.971 4.809 0.000
H 2.019 -1.200 5.180 0.000
H 3.018 0.688 6.488 0.000
H 1.705 1.221 5.441 0.000
H 4.697 1.464 4.862 0.000
H 3.610 2.793 5.228 0.000
H 4.049 2.570 2.756 -0.002
H 2.339 2.368 3.136 0.013
H 4.338 0.117 2.636 -0.001
H 3.020 0.624 1.572 0.010
H -0.279 1.042 3.765 0.003
H -0.771 0.284 5.286 0.000
H -2.222 0.044 2.605 -0.001
H -2.765 1.007 3.977 0.000
H -3.926 -1.225 3.849 0.000
H -3.024 -1.036 5.353 0.000
H -2.160 -2.558 2.857 0.001
H -2.563 -3.274 4.420 0.000
H -0.085 -3.124 4.082 0.000
H -0.621 -2.194 5.472 0.000
```


This record from the Open Molecules 2025 dataset describes a molecular structure, C20H38BeF3NO13. The level of theory is ωB97M-V/def2-TZVPD.

## Properties
orbital gap = 2.1 eV
ΔE to the lowest compared entry with this formula, charge and spin = 0.0 kcal/mol

```
76
Properties=species:S:1:pos:R:3:lowdin_charge:R:1
Be -8.654 -11.270 -13.469 0.441
C -5.976 -14.873 -17.342 -0.294
O -5.079 -14.066 -16.549 -0.064
O -7.242 -14.550 -16.804 0.054
C -5.658 -15.001 -18.855 -0.591
F -5.358 -16.255 -19.217 0.160
F -6.571 -14.534 -19.678 0.186
F -4.621 -14.229 -19.120 0.167
C -3.771 -14.585 -16.309 -0.237
C -2.841 -13.606 -15.562 -0.051
H -1.874 -13.644 -16.063 0.076
H -3.216 -12.609 -15.328 0.079
H -2.715 -13.840 -14.504 0.068
H -3.282 -14.966 -17.205 0.114
H -3.907 -15.472 -15.689 0.116
H -5.789 -15.854 -16.905 0.181
N -5.790 -7.370 -15.748 -0.637
O -5.685 -7.788 -14.584 0.067
O -6.685 -7.869 -16.367 0.102
O -5.044 -6.468 -16.153 0.075
C -12.232 -9.288 -10.137 -0.090
O -11.671 -9.035 -11.427 -0.245
C -12.210 -7.818 -12.028 -0.165
C -13.217 -8.372 -13.038 -0.196
O -12.552 -9.252 -13.990 -0.190
C -13.423 -9.537 -15.076 -0.118
H -12.235 -8.416 -9.483 0.087
H -11.781 -10.154 -9.651 0.086
H -13.169 -9.596 -10.600 0.081
H -11.389 -7.297 -12.520 0.125
H -12.687 -7.104 -11.356 0.120
H -13.721 -7.460 -13.357 0.122
H -13.900 -9.065 -12.545 0.118
H -14.082 -8.734 -15.407 0.086
H -13.932 -10.449 -14.765 0.086
H -12.925 -9.847 -15.995 0.081
C -11.273 0.616 -19.972 -0.151
O -10.814 0.300 -18.722 -0.186
C -11.421 -0.789 -17.993 -0.192
C -10.895 -2.136 -18.325 -0.182
O -11.307 -2.549 -19.679 -0.172
C -10.806 -3.845 -19.944 -0.135
H -10.889 1.587 -20.285 0.089
H -12.351 0.706 -20.106 0.083
H -10.995 -0.217 -20.618 0.080
H -12.503 -0.713 -18.094 0.127
H -11.207 -0.445 -16.981 0.129
H -11.302 -2.692 -17.480 0.124
H -9.807 -2.126 -18.266 0.132
H -11.199 -4.101 -20.928 0.084
H -11.061 -4.693 -19.307 0.085
H -9.725 -3.868 -20.082 0.085
O 1.007 -6.760 -9.473 0.071
C 0.312 -5.877 -10.010 -0.446
O 0.731 -4.635 -10.173 0.034
C -0.209 -3.761 -10.742 -0.142
C -1.515 -4.489 -10.428 -0.199
C -1.174 -5.910 -10.408 -0.088
H -0.004 -3.651 -11.807 0.130
H -0.237 -2.779 -10.270 0.130
H -2.316 -4.201 -11.109 0.121
H -1.953 -4.249 -9.459 0.120
H -1.099 -6.073 -11.483 0.133
H -1.733 -6.678 -9.873 0.136
O 0.530 -2.802 -19.917 0.091
C 0.552 -4.006 -19.728 -0.529
O -0.032 -4.916 -20.459 0.064
C 0.291 -6.231 -19.877 -0.111
C 1.471 -6.002 -18.937 -0.160
C 1.238 -4.584 -18.521 -0.102
H 0.469 -6.876 -20.738 0.123
H -0.553 -6.677 -19.351 0.126
H 2.469 -6.162 -19.347 0.120
H 1.446 -6.709 -18.108 0.114
H 2.138 -4.049 -18.217 0.127
H 0.632 -4.293 -17.664 0.135
```


This record from the Open Molecules 2025 dataset describes a molecular structure, C20H38Br4Cl3CsF2KMgN5O7. The level of theory is ωB97M-V/def2-TZVPD.

## Properties
orbital gap = 4.0 eV
ΔE to the lowest compared entry with this formula, charge and spin = 0.0 kcal/mol

```
82
Properties=species:S:1:pos:R:3:lowdin_charge:R:1
C 6.388 -2.995 0.095 -0.094
N 5.351 -2.266 0.854 -0.091
C 4.600 -1.316 0.070 -0.165
N 3.159 -1.293 0.456 -0.004
C 2.497 -2.354 1.226 -0.166
C 1.212 -2.935 0.593 -0.357
C 1.193 -2.961 -0.937 -0.222
C -0.085 -2.385 -1.606 -0.195
C -1.428 -2.790 -0.927 -0.176
C -2.231 -1.542 -0.454 -0.167
C -3.170 -1.812 0.745 -0.198
O -3.439 -0.586 1.458 -0.231
C -2.610 -0.441 2.599 -0.233
C 2.495 -0.237 0.104 -0.313
N 2.962 0.841 -0.582 0.211
C 1.991 1.710 -0.785 -0.303
C 2.034 2.974 -1.486 -0.519
Br 0.413 4.076 -1.380 0.264
C 3.086 3.418 -2.188 -0.661
C 4.368 2.691 -2.346 -0.117
Br 2.945 5.126 -3.012 0.894
N 0.884 1.179 -0.220 0.086
N 1.189 0.007 0.340 0.146
H 7.380 -2.659 0.415 0.077
H 6.301 -2.856 -0.987 0.076
H 6.255 -4.068 0.276 0.080
H 5.760 -1.776 1.635 0.108
H 5.024 -0.315 0.236 0.124
H 4.662 -1.489 -1.009 0.128
H 3.161 -3.185 1.474 0.075
H 2.197 -1.902 2.191 0.070
H 0.328 -2.436 1.052 0.043
H 1.180 -4.082 0.963 -0.173
H 1.242 -4.012 -1.254 0.065
H 2.059 -2.467 -1.402 0.105
H -0.051 -1.290 -1.715 0.081
H -0.117 -2.783 -2.630 0.105
H -2.058 -3.298 -1.668 0.111
H -1.312 -3.489 -0.091 0.110
H -2.877 -1.221 -1.283 0.113
H -1.590 -0.682 -0.205 0.082
H -2.831 -2.611 1.415 0.127
H -4.152 -2.106 0.350 0.123
H -3.211 -0.648 3.502 0.095
H -2.230 0.591 2.698 0.058
H -1.728 -1.115 2.525 -0.157
H 4.930 2.769 -1.403 0.104
H 4.995 3.127 -3.169 0.020
H 4.226 1.624 -2.543 0.084
H -0.007 1.646 -0.240 0.124
H 0.512 -0.571 0.825 0.093
O -9.534 -2.720 -0.128 0.115
C -9.068 -1.665 0.197 -0.528
O -7.867 -1.294 -0.294 -0.002
C -7.310 0.010 -0.126 -0.235
C -6.564 0.132 1.187 -0.059
C -9.755 -0.783 1.212 0.010
H -8.076 0.779 -0.244 0.112
H -6.612 0.140 -0.953 0.120
H -7.229 -0.005 2.040 0.073
H -6.093 1.113 1.271 0.083
H -5.793 -0.631 1.257 0.057
H -9.479 -1.112 2.213 0.096
H -10.830 -0.892 1.086 0.091
H -9.532 0.276 1.102 0.068
F -0.713 6.590 -1.211 -0.970
O 3.901 8.318 -6.934 -0.261
Cl 3.874 7.334 -5.909 0.701
O 4.991 7.491 -5.047 -0.285
O 3.933 5.982 -6.564 -0.799
O 2.655 7.427 -5.159 -0.348
Cs -1.713 4.314 -2.298 1.151
Mg -0.299 -0.997 3.700 0.634
Br 2.020 -5.710 0.816 -0.156
F 5.390 4.134 -4.371 -0.713
K 0.657 6.552 0.470 0.847
C 2.628 -0.627 7.441 -1.007
Cl 1.411 -0.665 6.139 0.326
Cl 2.792 -2.201 8.223 0.515
H 3.584 -0.347 7.014 0.025
H 2.322 0.102 8.183 0.024
Br 4.452 4.149 -6.889 0.875
```